[1]
{"formula": "C64H56O21", "method": "ωB97M-V with the def2-TZVPD basis set", "energy_ha": -4051.88531, "orbital_gap_ev": 7.986, "symbols": ["C", "C", "C", "C", "C", "O", "C", "O", "O", "C", "C", "C", "C", "H", "H", "H", "H", "H", "H", "H", "H", "H", "H", "H", "H", "H", "H", "H", "H", "H", "H", "H", "H", "C", "C", "C", "O", "C", "C", "C", "O", "H", "H", "H", "H", "C", "C", "C", "O", "C", "C", "C", "O", "H", "H", "H", "H", "C", "C", "C", "O", "C", "C", "C", "O", "H", "H", "H", "H", "C", "C", "C", "O", "C", "C", "C", "O", "H", "H", "H", "H", "C", "C", "C", "O", "C", "C", "C", "O", "H", "H", "H", "H", "C", "C", "C", "O", "C", "C", "C", "O", "H", "H", "H", "H", "C", "C", "C", "O", "C", "C", "C", "O", "H", "H", "H", "H", "C", "C", "C", "O", "C", "C", "C", "O", "H", "H", "H", "H", "C", "C", "C", "O", "C", "C", "C", "O", "H", "H", "H", "H"], "coordinates": [[-1.057025, 7.681679, -5.251878], [-2.329692, 6.657106, -5.237490], [-2.364887, 5.564214, -4.028684], [-1.030006, 5.484586, -3.084923], [-1.543148, 4.802689, -1.644397], [-0.123780, 4.505019, -3.682170], [1.264835, 4.948848, -3.768514], [1.922649, 5.769173, -2.949962], [2.083834, 4.347051, -4.873357], [1.563504, 4.745053, -6.188894], [0.362408, 3.800782, -6.782429], [0.472154, 2.210121, -6.402122], [0.246924, 4.066342, -8.399384], [-0.013441, 7.196927, -5.039948], [-0.992871, 8.157331, -6.341800], [-1.269088, 8.567465, -4.485394], [-3.305073, 7.334098, -5.113644], [-2.400076, 6.170164, -6.317009], [-2.468768, 4.491910, -4.543615], [-3.324969, 5.653440, -3.331661], [-0.560999, 6.508953, -2.781915], [-1.897677, 3.689745, -1.774028], [-2.462752, 5.484057, -1.309530], [-0.734800, 4.939144, -0.781563], [2.476428, 4.635800, -6.950123], [1.295727, 5.901957, -6.205878], [-0.646853, 4.197775, -6.284115], [0.839738, 1.600496, -7.356401], [-0.646451, 1.835625, -6.218578], [1.147518, 1.966924, -5.476867], [-0.776050, 4.586656, -8.695499], [0.266050, 3.021717, -8.929424], [1.160839, 4.717118, -8.745157], [-3.817273, 1.549850, -1.007029], [-4.300708, 0.350267, -0.669957], [-5.746655, 0.138010, -0.461639], [-6.189795, -0.959140, -0.151158], [-6.637317, 1.301666, -0.641720], [-6.153883, 2.501249, -0.978790], [-4.707936, 2.713505, -1.187109], [-4.264796, 3.810656, -1.497589], [-2.759420, 1.722806, -1.162864], [-3.660503, -0.513272, -0.534840], [-7.695170, 1.128710, -0.485884], [-6.794087, 3.364788, -1.113908], [-4.053605, 3.749820, 4.182277], [-3.284204, 3.259872, 3.205396], [-3.729131, 2.121170, 2.377985], [-3.024719, 1.670806, 1.484964], [-5.057139, 1.546256, 2.670682], [-5.826541, 2.036204, 3.647562], [-5.381614, 3.174906, 4.474973], [-6.086026, 3.625270, 5.367995], [-3.742062, 4.584062, 4.798906], [-2.307988, 3.671028, 2.977859], [-5.368683, 0.712014, 2.054052], [-6.802757, 1.625048, 3.875100], [4.242647, -1.866500, -7.376107], [2.908331, -1.789524, -7.378047], [2.174558, -1.179473, -6.251714], [0.953190, -1.110397, -6.251744], [2.972034, -0.656627, -5.124564], [4.306349, -0.733602, -5.122624], [5.040122, -1.343653, -6.248957], [6.261490, -1.412729, -6.248927], [4.796295, -2.311462, -8.193867], [2.309179, -2.167765, -8.197661], [2.418385, -0.211664, -4.306804], [4.905501, -0.355362, -4.303009], [2.722792, 1.751840, 0.483345], [3.492193, 1.261893, -0.493536], [3.047265, 0.123191, -1.320947], [3.751678, -0.327174, -2.213968], [1.719257, -0.451723, -1.028250], [0.949856, 0.038224, -0.051369], [1.394783, 1.176927, 0.776042], [0.690371, 1.627292, 1.669063], [3.034335, 2.586082, 1.099975], [4.468408, 1.673049, -0.721073], [1.407714, -1.285964, -1.644879], [-0.026360, -0.372931, 0.176168], [-0.774629, -4.456503, -2.878573], [-0.941729, -3.183942, -2.505755], [-1.461171, -2.839639, -1.167530], [-1.616315, -1.675199, -0.826179], [-1.787074, -3.955393, -0.257210], [-1.619974, -5.227953, -0.630027], [-1.100532, -5.572257, -1.968253], [-0.945389, -6.736697, -2.309605], [-0.395420, -4.726348, -3.856649], [-0.706613, -2.354305, -3.161683], [-2.166283, -3.685547, 0.720866], [-1.855091, -6.057590, 0.025900], [4.512033, -5.144062, -0.095642], [5.322531, -4.817479, 0.915674], [6.021350, -3.517554, 0.948238], [6.764927, -3.218620, 1.872492], [5.788681, -2.592399, -0.178596], [4.978182, -2.918983, -1.189912], [4.279362, -4.218906, -1.222476], [3.535787, -4.517841, -2.146730], [3.992430, -6.093634, -0.135346], [5.502955, -5.484833, 1.749882], [6.308284, -1.642827, -0.138892], [4.797758, -2.251628, -2.024120], [-1.590290, 3.231352, 9.664866], [-1.997863, 4.113911, 8.747641], [-1.991925, 3.781880, 7.309263], [-2.362912, 4.589761, 6.468901], [-1.519953, 2.437000, 6.924108], [-1.112380, 1.554442, 7.841332], [-1.118319, 1.886473, 9.279710], [-0.747332, 1.078593, 10.120073], [-1.587596, 3.459088, 10.723817], [-2.347570, 5.104098, 9.014200], [-1.522648, 2.209265, 5.865156], [-0.762674, 0.564255, 7.574774], [3.836979, -8.618964, 5.075694], [4.660302, -8.143658, 4.136252], [4.176321, -7.842741, 2.774481], [4.929624, -7.409561, 1.913435], [2.747757, -8.085743, 2.491711], [1.924434, -8.561048, 3.431151], [2.408416, -8.861965, 4.792923], [1.655112, -9.295145, 5.653970], [4.175905, -8.845597, 6.079195], [5.710545, -7.959382, 4.328220], [2.408831, -7.859110, 1.488209], [0.874192, -8.745324, 3.239184], [0.604941, -2.793379, 8.157432], [0.625894, -4.085454, 8.498648], [-0.393578, -5.027222, 7.995698], [-0.376330, -6.209593, 8.309088], [-1.435536, -4.486489, 7.100302], [-1.456490, -3.194414, 6.759085], [-0.437017, -2.252646, 7.262037], [-0.454265, -1.070275, 6.948645], [1.344695, -2.089124, 8.518040], [1.383960, -4.497564, 9.153874], [-2.175291, -5.190744, 6.739694], [-2.214555, -2.782305, 6.103860]], "forces_ev_per_angstrom": [[-0.4, 0.7, -0.4], [-0.5, 0.9, -0.3], [0.1, -1.1, -0.4], [-2.5, -0.5, 2.5], [0.0, 1.5, 0.2], [4.4, 2.4, -0.8], [3.3, 2.5, 2.5], [-4.9, -5.1, -4.9], [-3.4, 1.8, 1.8], [0.4, -0.1, -2.0], [-1.0, 0.8, 0.7], [-0.7, -0.2, -0.9], [-0.2, -0.3, 0.3], [-2.1, 0.8, -0.2], [-0.1, -0.9, 2.4], [0.7, -2.0, -1.6], [2.1, -1.5, -0.4], [0.1, 0.7, 2.4], [0.3, 2.2, 1.3], [2.2, 0.1, -1.6], [-0.5, -2.0, -1.1], [0.9, 2.5, 0.2], [1.9, -1.8, -0.6], [-1.5, -0.6, -2.1], [-1.7, 0.1, 1.9], [0.3, -2.5, 0.1], [2.2, -0.9, -1.0], [-0.5, 1.3, 2.2], [2.6, 0.7, -0.2], [-1.4, 0.6, -1.8], [2.3, -1.0, 0.7], [0.1, 2.1, 0.8], [-1.9, -1.3, 0.4], [-0.2, -0.5, -0.3], [0.1, 0.2, -0.4], [0.0, -0.6, 0.0], [0.2, 0.6, -0.1], [-0.1, 0.5, -0.1], [-0.4, -0.3, 0.2], [0.4, 0.5, -0.2], [-0.7, -0.7, 0.2], [-0.1, 0.0, 0.1], [0.0, 0.1, 0.0], [0.0, 0.0, 0.0], [0.0, 0.0, 0.0], [0.3, 0.2, -0.3], [-0.1, 0.2, 0.2], [0.6, -0.1, -0.4], [-0.2, 0.3, 1.0], [-0.4, 0.0, 0.3], [0.0, -0.4, -0.4], [-0.4, 0.4, 0.7], [0.4, -0.3, -0.6], [-0.1, -0.1, -0.1], [0.0, 0.0, 0.0], [0.0, 0.0, 0.1], [0.0, 0.0, 0.0], [-0.4, -0.1, -0.2], [0.4, -0.1, -0.2], [-0.7, 0.1, 0.1], [0.6, -0.1, 0.0], [0.4, 0.1, 0.1], [-0.3, 0.1, 0.2], [0.9, 0.0, 0.1], [-0.8, 0.0, 0.0], [0.0, 0.0, 0.0], [0.0, 0.0, 0.0], [0.0, 0.0, -0.1], [-0.1, 0.0, -0.1], [0.4, 0.0, -0.2], [-0.1, 0.3, 0.3], [0.2, -0.1, -0.3], [-0.3, 0.4, 0.5], [-0.3, 0.0, 0.2], [0.0, -0.3, -0.3], [-0.6, 0.4, 0.7], [0.5, -0.3, -0.6], [0.0, 0.0, 0.0], [0.0, 0.0, 0.0], [0.0, 0.0, 0.0], [0.0, 0.1, 0.0], [0.0, 0.5, -0.1], [0.1, -0.3, -0.3], [-0.1, 0.5, 0.1], [0.1, -0.6, -0.1], [0.0, -0.4, 0.1], [-0.1, 0.4, 0.4], [0.2, -1.0, -0.3], [-0.1, 0.8, 0.3], [0.0, 0.0, 0.0], [0.0, 0.0, 0.0], [0.0, 0.0, 0.0], [0.0, 0.0, 0.0], [0.1, -0.1, 0.3], [-0.2, -0.1, -0.1], [0.5, 0.2, 0.6], [-0.5, -0.2, -0.5], [-0.2, 0.1, -0.4], [0.3, 0.3, 0.1], [-0.4, -0.2, -0.5], [0.3, 0.2, 0.5], [0.1, 0.0, 0.0], [0.1, 0.2, -0.2], [0.0, 0.0, 0.0], [0.0, -0.1, 0.1], [-0.2, 0.5, -0.1], [0.1, -0.1, 0.5], [-0.2, 0.3, -0.6], [0.3, -0.3, 0.6], [0.1, -0.3, 0.2], [-0.1, 0.2, -0.3], [0.2, -0.5, 0.5], [-0.2, 0.5, -0.5], [0.0, 0.0, 0.0], [0.0, 0.0, 0.0], [0.0, 0.0, 0.0], [-0.1, 0.5, 0.2], [0.4, 0.2, -0.1], [-0.1, -0.1, 0.4], [0.4, 0.2, -0.4], [-0.5, -0.6, 0.6], [-0.4, -0.1, 0.1], [0.1, 0.2, -0.5], [-0.6, -0.4, 0.8], [0.6, 0.3, -0.7], [0.0, 0.0, 0.0], [0.0, 0.0, 0.0], [0.0, 0.0, 0.0], [0.0, 0.0, 0.0], [0.2, -0.3, 0.2], [0.2, 0.5, 0.0], [0.0, -1.0, 0.3], [0.0, 0.9, -0.2], [-0.2, 0.4, -0.3], [-0.2, -0.4, 0.0], [0.0, 0.5, -0.1], [0.1, -1.3, -0.2], [0.0, 0.0, 0.0], [0.0, 0.0, 0.0], [0.0, 0.0, 0.0], [0.0, 0.0, 0.0]], "mulliken_charge": [-0.85, -0.43, -0.41, 0.10, -0.91, 0.02, 0.40, -0.59, -0.31, -0.73, 1.47, -0.88, -0.97, 0.14, 0.29, 0.28, 0.30, 0.25, 0.08, 0.32, 0.49, -0.09, 0.32, 0.35, 0.35, 0.18, -0.51, 0.20, 0.23, 0.10, 0.25, 0.27, 0.28, 0.09, -0.29, -0.02, -0.61, -0.39, -0.57, 0.49, -0.41, 0.31, 0.49, 0.44, 0.47, -0.45, -0.53, 0.38, -0.44, -0.29, -0.60, 0.38, -0.59, 0.48, 0.55, 0.61, 0.46, -0.40, -0.47, 0.39, -0.60, -0.07, -0.39, 0.26, -0.57, 0.42, 0.44, 0.43, 0.51, -0.51, -0.59, 0.00, -0.41, 0.05, -0.11, 0.20, -0.56, 0.45, 0.52, 0.56, 0.47, -0.51, -0.37, 0.53, -0.49, -0.28, -0.57, 0.36, -0.57, 0.42, 0.63, 0.48, 0.43, -0.14, -0.31, 0.11, -0.57, -0.33, -0.30, 0.06, -0.60, 0.47, 0.60, 0.48, 0.52, -0.40, -0.42, 0.42, -0.56, -0.56, -0.60, 0.35, -0.57, 0.41, 0.42, 0.57, 1.01, -0.44, -0.31, 0.49, -0.58, -0.28, -0.45, 0.38, -0.57, 0.41, 0.44, 0.45, 0.42, -0.28, -0.37, 0.39, -0.56, -0.40, -0.40, 0.39, -0.57, 0.43, 0.41, 0.41, 0.46]}

[2]
{"formula": "C5H8O", "method": "ωB97M-V with the def2-TZVPD basis set", "e_above_lowest_kcal_mol": 27.16, "energy_ha": -270.51461, "orbital_gap_ev": 10.782, "symbols": ["O", "C", "C", "C", "C", "C", "H", "H", "H", "H", "H", "H", "H", "H"], "coordinates": [[1.619727, 1.093293, -1.299234], [1.718273, 0.466852, -0.269623], [0.559461, 0.105570, 0.619007], [-0.176217, -1.174070, 0.107810], [-1.235772, -0.262816, -0.548283], [-0.715752, 0.913521, 0.304748], [2.710350, 0.098990, 0.070187], [0.899559, 0.062792, 1.659601], [0.387158, -1.851536, -0.541759], [-0.581676, -1.746545, 0.946742], [-1.039688, -0.101253, -1.611307], [-2.282659, -0.551238, -0.419048], [-0.546718, 1.856295, -0.219661], [-1.316050, 1.090141, 1.200822]], "forces_ev_per_angstrom": [[0.1, -0.2, 0.4], [0.0, 0.1, -0.2], [0.1, 0.1, 0.1], [0.0, -0.2, 0.0], [-0.1, 0.0, -0.1], [-0.1, 0.2, 0.0], [-0.1, 0.0, -0.1], [0.0, 0.0, -0.2], [-0.1, 0.1, 0.1], [0.1, 0.1, -0.1], [0.0, 0.0, 0.1], [0.2, 0.0, 0.0], [-0.1, -0.1, 0.1], [0.1, 0.0, -0.1]], "mulliken_charge": [-0.48, -0.18, 0.19, -0.77, -0.49, -0.73, 0.35, 0.39, 0.32, 0.28, 0.21, 0.33, 0.30, 0.28]}

[3]
{"formula": "H42O21", "method": "ωB97M-V with the def2-TZVPD basis set", "e_above_lowest_kcal_mol": 143.02, "energy_ha": -1605.19618, "orbital_gap_ev": 10.476, "symbols": ["O", "H", "H", "O", "H", "H", "O", "H", "H", "O", "H", "H", "O", "H", "H", "O", "H", "H", "O", "H", "H", "O", "H", "H", "O", "H", "H", "O", "H", "H", "O", "H", "H", "O", "H", "H", "O", "H", "H", "O", "H", "H", "O", "H", "H", "O", "H", "H", "O", "H", "H", "O", "H", "H", "O", "H", "H", "O", "H", "H", "O", "H", "H"], "coordinates": [[1.936017, 2.458223, -1.897531], [2.422134, 2.530445, -1.053313], [1.904338, 3.388553, -2.176577], [-0.436673, 0.732588, -2.458469], [-0.004702, 1.341412, -3.041792], [0.133201, 0.923593, -1.650867], [-2.099506, -2.847472, -2.224153], [-1.384683, -2.398670, -1.756889], [-2.158625, -3.715465, -1.794400], [-4.439918, -1.983320, 1.413127], [-5.126269, -1.689463, 0.808535], [-4.059131, -2.800852, 1.170586], [-2.268142, 2.369671, -3.721904], [-1.822941, 2.705663, -2.924295], [-2.453232, 1.399506, -3.601099], [-3.180229, 0.886668, -1.335473], [-3.125631, 0.202324, -0.650121], [-2.519853, 0.714601, -2.009926], [-4.264376, -1.733366, -1.065906], [-3.408475, -1.851459, -1.518121], [-4.531161, -1.000194, -1.613614], [0.815468, -1.617872, 0.818206], [0.593728, -1.461717, -0.137849], [-0.020489, -1.558199, 1.340894], [3.322275, 1.729508, 0.279054], [3.065020, 1.268534, 1.056715], [4.027313, 1.141579, -0.160794], [5.180783, 0.091519, -0.818666], [4.910931, -0.278613, -1.646118], [5.121844, -0.540865, -0.066815], [3.433769, -1.148252, 0.876649], [3.409387, -1.407123, 1.796683], [2.587246, -0.911974, 0.546846], [-0.958084, 2.625154, 2.216441], [-0.132494, 3.171763, 2.308457], [-1.655785, 3.011746, 1.716262], [2.225755, -3.151836, -2.679514], [3.010522, -3.129743, -2.059851], [2.592670, -2.634237, -3.403220], [-2.249217, -2.868568, 2.683837], [-1.928147, -2.136718, 2.102814], [-3.039472, -2.303584, 2.985087], [1.386262, 3.395920, 2.711289], [1.597637, 2.617288, 2.122978], [1.844621, 4.199596, 2.462516], [0.618881, 0.869681, -0.054345], [0.656603, 0.038347, 0.442211], [-0.111655, 1.455860, 0.104172], [3.084267, -0.058847, -2.200541], [3.385367, 0.830969, -2.372158], [2.290288, 0.186826, -1.743073], [1.507755, 0.413516, 3.782707], [0.621132, 0.562914, 3.228616], [1.508961, 1.063778, 4.493477], [-2.318269, -0.368082, 1.175136], [-1.844117, 0.103070, 1.847659], [-3.296173, -0.660055, 1.303496], [-1.570844, 0.581940, 3.847544], [-2.452438, 0.627908, 4.270147], [-1.460772, 1.550007, 3.639534], [0.159303, -1.692873, -1.592735], [0.938770, -2.164131, -1.803262], [0.029251, -1.077131, -2.318283]], "forces_ev_per_angstrom": [[0.1, 1.4, -0.3], [-0.1, -0.7, 0.3], [-0.1, -0.5, -0.3], [0.8, 0.0, 1.1], [0.1, 0.5, -1.2], [-0.9, -0.8, -0.4], [-0.5, -0.5, 0.0], [0.6, -0.1, 0.0], [-0.1, 0.3, -0.2], [-1.2, 2.1, 2.0], [0.3, -0.7, -0.4], [0.4, -1.3, -0.9], [-0.2, -0.7, -0.1], [-0.5, -0.7, -0.3], [0.5, 1.8, -0.1], [-0.7, 0.3, 0.1], [0.5, 0.2, -0.2], [0.5, -0.3, 0.5], [0.2, 0.4, -0.9], [0.2, -1.1, 0.3], [-1.0, 0.7, -0.2], [-0.7, 0.5, 1.0], [-0.7, -0.7, 0.4], [0.8, -0.3, -0.8], [1.4, 0.4, -1.4], [-0.2, -0.8, 0.9], [-0.7, 0.7, 0.7], [1.7, 0.8, 1.8], [-0.5, -0.9, -0.1], [-0.4, 0.2, -1.2], [2.5, -0.2, 0.0], [-0.7, 0.0, 0.1], [-1.2, -0.1, 0.3], [0.7, -0.8, 0.5], [-0.9, 0.1, -0.1], [-0.5, 0.8, -0.6], [1.7, 0.1, 1.1], [-1.3, -0.2, -0.7], [-0.3, 0.2, -0.3], [-1.4, 2.4, 0.1], [0.2, -0.9, 0.1], [1.3, -1.8, -0.1], [0.0, -1.2, -0.3], [0.4, 1.5, 0.7], [0.4, -0.2, -0.5], [1.2, 0.6, -0.6], [-0.7, 0.2, 0.6], [-0.8, -0.1, 0.9], [-0.2, -0.6, -0.9], [0.3, 0.5, -0.5], [-1.0, -0.2, 0.6], [-2.4, 0.3, -2.3], [2.8, -0.4, 2.3], [-0.3, 0.1, -0.2], [-1.2, -1.2, -1.7], [-0.6, 0.6, 1.3], [2.1, 0.4, 0.6], [-1.0, 1.5, 0.3], [0.6, -0.6, -0.1], [0.3, -1.0, -0.2], [-1.1, 0.8, 0.5], [1.7, -1.6, -0.9], [-0.2, 0.8, -0.3]], "mulliken_charge": [-0.59, 0.31, 0.26, -0.73, 0.42, 0.40, -0.72, 0.51, 0.32, -0.71, 0.30, 0.34, -0.60, 0.33, 0.37, -0.63, 0.20, 0.24, -0.59, 0.32, 0.36, -0.73, 0.70, 0.04, -0.70, 0.24, 0.41, -0.74, 0.34, 0.33, -0.58, 0.25, 0.37, -0.65, 0.41, 0.23, -0.71, 0.33, 0.32, -0.73, 0.32, 0.41, -0.72, 0.37, 0.29, 0.32, -0.16, 0.11, -0.73, 0.35, 0.36, -0.62, 0.27, 0.32, -0.54, 0.32, 0.36, -0.62, 0.27, 0.35, -0.78, 0.27, 0.28]}

Number 1: LUMO -2.009 eV, HOMO energy -9.995 eV. Number 2: LUMO 1.026 eV, HOMO energy -9.756 eV. Number 3: LUMO -0.179 eV, HOMO energy -10.655 eV.